No. 1
ORCA calculation (ωB97M-V with the def2-TZVPD basis set) on the ion C7H10NS with charge +1.

Each line ends with the Löwdin charge.
Positions of all 19 atoms, in Å:
S -1.536 1.051 -0.952  1.094
N 0.301 -1.091 -1.494  0.172
C 0.162 1.407 -0.844  -0.382
C -1.960 -0.655 -0.516  -0.540
C -2.161 -1.173 0.878  -0.048
C 1.049 1.057 0.353  -0.186
C -0.831 -1.277 -1.253  0.066
C 1.122 -0.026 -1.622  -0.172
C 2.060 0.174 -0.389  -0.099
H -1.262 -1.030 1.636  0.141
H 1.567 0.172 -2.597  0.154
H 0.469 2.255 -1.325  0.077
H -2.897 -0.505 1.357  0.110
H -2.388 -2.129 0.808  0.037
H 2.155 -0.733 0.229  0.121
H 3.061 0.578 -0.838  0.162
H 0.692 0.669 1.298  0.118
H -2.819 -0.889 -1.038  0.096
H 1.506 1.894 0.716  0.080

Its total charge is +1. The energy above the lowest of the compared OMol25 structures with the same formula, charge and spin is 251.2 kJ/mol. Its gap between HOMO and LUMO (spin up / spin down) is 8.4 / 8.4 eV. The total energy comes out at -725.25669 Ha. The value obtained for the highest occupied orbital energy (spin up / spin down) is -13.72 / -13.72 eV. The spin multiplicity is 1.

***

No. 2
ORCA calculation (ωB97M-V with the def2-TZVPD basis set) on an isolated molecule of C3H4BrCl.

Each line ends with the Löwdin charge.
Positions of all 9 atoms, in Å:
Br 0.739 0.637 3.304  0.647
Cl -1.849 1.337 1.802  0.586
C 0.439 0.506 0.472  -0.259
C -0.169 0.906 1.638  -1.135
C -0.188 0.513 -0.862  -0.121
H 1.470 0.430 0.567  0.067
H -1.036 0.671 -1.315  -0.007
H -0.431 -0.529 -1.016  0.073
H 0.447 0.643 -1.917  0.148

Its total charge is 0. The energy above the lowest of the compared OMol25 structures with the same formula, charge and spin is 190.2 kJ/mol. Its gap between HOMO and LUMO is 9.9 eV. The total energy comes out at -3150.82163 Ha. The value obtained for the highest occupied orbital energy is -9.15 eV. The spin multiplicity is 1.

***

No. 3
ORCA calculation (ωB97M-V with the def2-TZVPD basis set) on a cluster of 4 separate species, H8O4 in total.

Each line ends with the Löwdin charge.
Positions of all 12 atoms, in Å:
O -9.673 25.145 1.016  -0.020
O -9.461 25.134 -2.934  -0.049
O -4.609 26.017 -1.346  -0.071
O -7.628 25.899 -1.054  -0.032
H -8.009 25.591 -0.217  0.025
H -8.351 26.132 -1.568  -0.030
H -9.270 25.259 -3.839  0.019
H -8.813 24.414 -2.727  0.073
H -4.167 25.991 -2.217  0.041
H -9.762 24.260 0.645  0.055
H -5.536 26.199 -1.453  -0.025
H -10.045 25.062 1.860  0.015

Its total charge is 0. The energy above the lowest of the compared OMol25 structures with the same formula, charge and spin is 89.9 kJ/mol. Its gap between HOMO and LUMO is 11.2 eV. The total energy comes out at -305.74498 Ha. The value obtained for the highest occupied orbital energy is -10.74 eV. The spin multiplicity is 1.

***

No. 4
ORCA calculation (ωB97M-V with the def2-TZVPD basis set) on an isolated molecule of C14H21N5O3S.

Each line ends with the Löwdin charge.
Positions of all 44 atoms, in Å:
S 0.785 -1.439 1.696  1.004
O -2.874 -0.433 2.688  0.080
O 0.837 -1.194 -1.577  -0.217
O -4.131 -0.557 -1.954  0.012
N -1.865 -0.612 0.658  0.149
N 2.287 2.000 0.922  0.077
N -2.879 -0.681 -1.442  0.092
N 1.418 1.204 1.570  0.019
N 2.612 -0.045 0.214  -0.014
C 2.208 -1.225 -1.881  -0.208
C -4.335 -0.315 0.234  0.063
C 1.612 -0.011 1.142  -0.621
C -0.508 -0.624 2.677  -0.337
C 5.517 3.722 -1.424  -0.114
C 3.002 -1.181 -0.571  -0.112
C 4.077 1.755 -0.782  -0.142
C 0.023 -1.256 -2.728  -0.093
C -1.875 -0.556 2.018  -0.507
C -2.983 -0.539 -0.139  -0.283
C -5.003 -0.338 -0.955  -0.310
C -6.436 -0.170 -1.294  -0.001
C 4.421 3.215 -0.495  -0.266
C 2.995 1.271 0.111  -0.305
H -6.568 0.691 -1.948  0.089
H -7.012 -0.025 -0.386  0.087
H 3.759 1.651 -1.825  0.118
H -1.010 -1.171 -2.390  0.047
H 2.466 -2.144 -2.430  0.132
H 4.072 -1.128 -0.788  0.131
H 5.201 3.657 -2.463  0.070
H -0.147 0.392 2.860  0.077
H -0.989 -0.761 0.168  0.097
H 4.963 1.126 -0.645  0.122
H 0.171 -2.205 -3.256  0.092
H 6.426 3.136 -1.304  0.070
H 4.740 3.305 0.544  0.111
H 3.520 3.816 -0.611  0.108
H -6.802 -1.049 -1.821  0.089
H -0.602 -1.153 3.625  0.089
H 2.789 -2.080 0.012  0.110
H 2.472 -0.363 -2.514  0.123
H -4.712 -0.167 1.221  0.106
H 0.255 -0.431 -3.412  0.094
H 5.748 4.761 -1.202  0.069

Its total charge is 0. The energy above the lowest of the compared OMol25 structures with the same formula, charge and spin is 370.1 kJ/mol. Its gap between HOMO and LUMO is 9.0 eV. The total energy comes out at -1443.72964 Ha. The value obtained for the highest occupied orbital energy is -8.47 eV. The spin multiplicity is 1.

***

No. 5
ORCA calculation (ωB97M-V with the def2-TZVPD basis set) on a cluster of 5 separate species, H12NO4 in total.

Each line ends with the Löwdin charge.
Positions of all 17 atoms, in Å:
O -0.726 2.547 0.711  -0.040
O 2.727 -0.073 -0.361  -0.036
O -1.246 -2.116 1.663  -0.042
O -1.006 -0.067 -2.137  -0.030
N 0.092 -0.037 0.330  0.227
H -2.207 -2.124 1.575  0.069
H -0.256 -0.706 1.033  0.082
H -1.640 -0.783 -2.280  0.081
H 0.017 0.950 0.644  0.081
H 1.108 -0.218 0.139  0.076
H -0.994 -3.047 1.685  0.070
H -0.283 3.370 0.956  0.075
H -0.467 -0.051 -2.940  0.085
H -1.324 2.795 -0.006  0.073
H -0.379 -0.140 -0.606  0.071
H 3.239 -0.893 -0.376  0.079
H 3.344 0.594 -0.030  0.080

Its total charge is +1. The energy above the lowest of the compared OMol25 structures with the same formula, charge and spin is 19.1 kJ/mol. Its gap between HOMO and LUMO is 12.8 eV. The total energy comes out at -362.71056 Ha. The value obtained for the highest occupied orbital energy is -15.69 eV. The spin multiplicity is 1.

***

No. 6
ORCA calculation (ωB97M-V with the def2-TZVPD basis set) on a structure of composition C49H36ClF3NPSbV.

Each line ends with the Löwdin charge.
Positions of all 93 atoms, in Å:
Sb -2.047 2.594 -1.506  1.550
V -0.725 0.252 -0.866  0.409
Cl -1.163 0.161 1.543  0.783
P -1.122 -2.188 -0.577  1.027
F -2.447 6.047 3.626  0.101
F -7.745 2.687 -3.917  0.100
F 0.935 6.313 -5.430  0.100
N 0.951 0.849 -0.881  -0.020
C -1.653 5.072 0.256  -0.116
C -0.568 -3.631 -1.474  -0.377
C -1.000 -5.634 -2.724  -0.048
C -2.829 3.284 1.362  -0.160
C 0.803 -3.885 -1.518  -0.086
C -3.989 -0.840 -3.102  -0.057
C -2.806 -1.326 -2.568  -0.117
C 1.624 3.585 -0.255  -0.031
C 3.117 -0.909 -1.700  -0.040
C 3.789 4.520 -1.730  -0.045
C 4.418 0.469 -0.202  -0.016
C -4.002 2.619 -2.293  -0.392
C -2.924 4.045 2.516  0.012
C 3.559 3.157 -1.638  -0.017
C -1.284 -1.522 2.094  -0.563
C -1.291 -2.558 1.171  -0.369
C -3.827 -1.395 -0.373  -0.065
C -5.436 2.489 -4.226  0.009
C -2.367 5.312 2.516  -0.264
C 1.264 -5.021 -2.162  -0.053
C -5.083 -0.624 -2.276  -0.046
C 5.290 -1.632 -0.976  -0.047
C -5.000 -0.892 -0.916  -0.037
C 1.875 4.942 -0.329  -0.053
C -1.735 5.842 1.406  0.019
C 0.907 4.326 -4.201  0.013
C -5.110 2.810 -1.476  -0.107
C -1.040 3.816 -2.879  -0.391
C -1.482 -4.089 3.025  -0.034
C 0.231 3.483 -3.335  -0.124
C -2.196 3.791 0.227  -0.382
C 2.466 2.686 -0.910  -0.195
C -1.645 5.000 -3.302  -0.112
C -2.727 -1.636 -1.201  -0.423
C 0.288 5.497 -4.597  -0.262
C -1.385 -1.718 3.454  -0.072
C -0.979 5.852 -4.166  0.022
C -1.483 -3.025 3.914  -0.028
C -4.169 2.464 -3.667  -0.134
C -6.385 2.833 -2.021  0.011
C 2.161 1.243 -0.903  -0.256
C -1.385 -3.860 1.661  -0.039
C 3.256 0.251 -0.939  -0.181
C -1.474 -4.507 -2.073  -0.075
C -6.523 2.668 -3.387  -0.278
C 2.950 5.412 -1.075  -0.041
C 5.425 -0.482 -0.210  -0.043
C 4.141 -1.840 -1.729  -0.066
C 0.364 -5.890 -2.766  -0.041
H -4.059 -0.632 -4.159  0.122
H 0.789 3.214 0.332  0.104
H -7.262 2.994 -1.411  0.131
H -6.004 -0.244 -2.696  0.119
H 4.053 -2.721 -2.350  0.108
H -1.378 -0.884 4.138  0.120
H 4.626 4.886 -2.306  0.118
H -1.695 -6.315 -3.194  0.119
H 1.503 -3.203 -1.046  0.094
H -4.995 2.962 -0.410  0.096
H -1.164 5.480 -0.622  0.094
H -2.639 5.266 -2.961  0.115
H 4.526 1.371 0.385  0.128
H 2.223 -1.056 -2.299  0.106
H -3.263 2.289 1.358  0.081
H -5.856 -0.724 -0.278  0.123
H -1.327 6.841 1.451  0.132
H -3.779 -1.633 0.683  0.113
H -1.422 6.775 -4.510  0.132
H -3.309 2.346 -4.320  0.110
H -3.417 3.678 3.404  0.129
H -2.538 -4.308 -2.034  0.115
H -1.554 -3.207 4.976  0.125
H -1.555 -5.102 3.394  0.123
H 1.895 4.091 -4.571  0.128
H -1.375 -4.691 0.967  0.119
H 6.087 -2.361 -0.998  0.116
H 0.708 2.564 -3.012  0.080
H 0.729 -6.771 -3.272  0.119
H 6.319 -0.321 0.373  0.117
H 3.142 6.473 -1.135  0.118
H -1.961 -1.526 -3.221  0.119
H 4.210 2.460 -2.147  0.127
H 2.323 -5.230 -2.195  0.114
H 1.240 5.637 0.202  0.103
H -5.592 2.388 -5.290  0.131

Its total charge is +2. The energy above the lowest of the compared OMol25 structures with the same formula, charge and spin is 0.0 kJ/mol. Its gap between HOMO and LUMO (spin up / spin down) is 7.5 / 7.8 eV. The total energy comes out at -4228.47597 Ha. The value obtained for the highest occupied orbital energy (spin up / spin down) is -13.71 / -13.68 eV. The spin multiplicity is 3.

***

No. 7
ORCA calculation (ωB97M-V with the def2-TZVPD basis set) on a structure of composition C15H8Cl4O4S2Tl.

Each line ends with the Löwdin charge.
Positions of all 34 atoms, in Å:
Tl 0.183 0.325 0.208  0.615
Cl 4.161 1.090 1.748  0.599
Cl -4.549 7.041 -2.850  0.641
Cl 4.538 3.172 -0.226  0.596
Cl 1.909 2.587 0.760  0.624
S 0.193 -0.407 2.618  0.594
S -0.597 -1.953 -0.471  0.612
O 4.277 0.649 -1.582  0.020
O -1.771 1.833 0.290  -0.051
O -0.365 2.012 -1.410  -0.072
O 2.300 0.011 -0.721  -0.147
C 3.478 1.873 0.309  -1.471
C -1.123 -2.451 1.140  -0.682
C 3.329 0.730 -0.832  -0.787
C -3.475 3.764 -0.846  -0.008
C -2.189 3.529 -1.315  -0.126
C -3.638 5.682 -2.260  -0.674
C -2.407 -4.149 2.328  -0.116
C -1.634 4.380 -2.263  -0.006
C -1.928 -3.598 1.157  -0.157
C -2.103 -3.539 3.538  -0.118
C -1.327 -2.398 3.546  -0.156
C -2.354 5.466 -2.734  -0.102
C -1.393 2.374 -0.775  -0.649
C -4.210 4.837 -1.323  -0.103
C -0.812 -1.837 2.370  -0.682
H -1.928 6.139 -3.465  0.102
H -3.022 -5.040 2.298  0.092
H -3.889 3.099 -0.101  0.121
H -1.090 -1.908 4.483  0.088
H -5.214 5.020 -0.966  0.102
H -2.476 -3.947 4.470  0.092
H -0.634 4.177 -2.623  0.122
H -2.166 -4.058 0.206  0.087

Its total charge is -1. The energy above the lowest of the compared OMol25 structures with the same formula, charge and spin is 0.0 kJ/mol. Its gap between HOMO and LUMO is 7.2 eV. The total energy comes out at -3687.16058 Ha. The value obtained for the highest occupied orbital energy is -5.04 eV. The spin multiplicity is 1.

***

No. 8
ORCA calculation (ωB97M-V with the def2-TZVPD basis set) on a cluster of 2 separate species, C7H14O in total.

Each line ends with the Löwdin charge.
Positions of all 22 atoms, in Å:
O -0.535 -0.345 -0.519  -0.174
C -1.445 1.776 -1.105  -0.049
C 1.748 -0.248 -0.195  -0.219
C 1.537 -1.619 0.407  -0.223
C 1.721 -2.735 -0.337  0.050
C -1.154 0.799 0.031  -0.524
C -2.425 0.405 0.782  -0.062
C 2.155 0.771 0.590  -0.007
H 1.888 -0.206 -1.267  0.112
H 1.773 -1.674 1.467  0.110
H 2.111 0.715 1.669  0.056
H -0.525 2.016 -1.634  0.074
H -3.142 -0.048 0.099  0.079
H -0.086 -1.191 0.132  0.166
H -2.195 -0.306 1.577  0.074
H 1.911 -3.702 0.103  0.060
H -0.453 1.279 0.737  0.119
H -2.885 1.285 1.230  0.075
H -1.881 2.697 -0.718  0.080
H 2.451 1.719 0.172  0.052
H -2.137 1.323 -1.815  0.081
H 1.567 -2.713 -1.407  0.071

Its total charge is 0. The energy above the lowest of the compared OMol25 structures with the same formula, charge and spin is 311.6 kJ/mol. Its gap between HOMO and LUMO is 9.3 eV. The total energy comes out at -350.24077 Ha. The value obtained for the highest occupied orbital energy is -8.72 eV. The spin multiplicity is 1.

***

Calculated max |F| (eV Å⁻¹), listed in the same order as above: 7.04; 7.03; 3.13; 1.22; 0.95; 0.75; 0.78; 5.05